A cluster of 7 separate species, C23H36BFN2O27S6 in total in a non-equilibrium geometry. Source: the OMol25 dataset; level of theory: the ωB97M-V functional and the def2-TZVPD basis.

Atoms and positions in Å:
N -2.3488 3.5464 2.7690
B -2.1335 2.0511 2.4458
O -2.6268 0.9452 3.3284
C -1.2868 1.7594 1.0380
C -2.0072 2.2167 -0.3814
C -1.1587 1.9638 -1.7773
C 0.3212 1.2734 -1.6371
C 1.0448 0.8026 -0.2177
C 0.2083 1.0803 1.1654
C 2.5156 0.1418 -0.5137
O 3.2857 -0.5033 0.3754
N 2.7109 0.4252 -1.9955
C 3.3711 -0.6494 -2.8317
C 4.2361 -0.0273 -4.0981
C 5.8446 0.1664 -3.7525
F 6.6278 -0.2993 -4.9436
C 1.4658 0.8608 -2.7365
O 1.1684 0.9488 -4.0351
H -1.3624 3.8819 2.9874
H -2.5555 4.0215 1.8391
H -1.9715 0.9302 4.1055
H -3.0911 2.7050 -0.4357
H -1.5435 2.2679 -2.8599
H 0.6896 0.7973 2.2172
H 2.5756 -1.3997 -3.3102
H 4.1516 -1.2176 -2.1460
H 4.1041 -0.7010 -5.0651
H 3.8195 1.0514 -4.3819
H 6.0749 1.3159 -3.6161
H 6.1502 -0.4790 -2.8185
O -1.2509 -5.0037 -0.0302
S 0.0379 -5.0996 0.6186
O 0.7144 -6.3558 0.8434
O -0.0437 -4.2934 2.0332
C 0.9375 -3.2579 2.0478
C 1.1371 -2.8647 0.5865
O 1.0670 -4.0882 -0.1421
H 1.8585 -3.6673 2.4752
H 0.5961 -2.4177 2.6584
H 2.0956 -2.3687 0.4159
H 0.3255 -2.2173 0.2382
O -4.9912 3.0638 -0.5837
S -5.8754 4.0094 -1.2280
O -6.9028 4.7357 -0.5187
O -6.5537 3.2751 -2.5159
C -6.2384 4.0052 -3.7003
C -4.8984 4.6797 -3.4190
O -4.9619 5.0803 -2.0521
H -7.0267 4.7472 -3.8630
H -6.1895 3.3328 -4.5610
H -4.7224 5.5424 -4.0659
H -4.0704 3.9708 -3.5249
O 4.9225 -11.0383 2.3693
S 4.6092 -9.6308 2.2601
O 5.4516 -8.5921 2.8059
O 3.0886 -9.4048 2.8030
C 2.2949 -8.8273 1.7678
C 2.9183 -9.3074 0.4599
O 4.3253 -9.2930 0.6898
H 2.3578 -7.7380 1.8578
H 1.2521 -9.1402 1.8674
H 2.6591 -8.6656 -0.3854
H 2.6230 -10.3384 0.2377
O 6.7142 -1.0131 -0.6631
S 8.1162 -0.8966 -0.3284
O 8.6410 0.1588 0.5066
O 8.9748 -0.9380 -1.7137
C 9.8932 -2.0288 -1.6715
C 9.2447 -3.0733 -0.7670
O 8.6165 -2.3277 0.2733
H 10.8334 -1.6661 -1.2436
H 10.0768 -2.4119 -2.6789
H 9.9724 -3.7752 -0.3529
H 8.4668 -3.6289 -1.3013
O -10.5725 4.9237 -0.4415
S -9.8218 4.4233 -1.5716
O -8.4332 4.7486 -1.8005
O -10.6632 4.7552 -2.9280
C -10.9491 3.5406 -3.6195
C -11.0138 2.4627 -2.5408
O -9.9853 2.8010 -1.6131
H -10.1312 3.3474 -4.3212
H -11.8883 3.6285 -4.1721
H -10.8547 1.4598 -2.9440
H -11.9710 2.4936 -2.0097
O -0.6180 2.2814 5.4059
S -1.0409 3.2455 6.3972
O -2.1193 2.9983 7.3259
O -1.3215 4.6624 5.6412
C -0.4844 5.6735 6.1999
C 0.7562 4.9423 6.7057
O 0.2720 3.7141 7.2440
H -1.0265 6.1471 7.0248
H -0.2409 6.4267 5.4457
H 1.2938 5.5119 7.4675
H 1.4370 4.7046 5.8814

- SMILES = NB(O)c1ccc2c(c1)C(=O)N(CCCF)C2=O.O=S1(=O)OCCO1.O=S1(=O)OCCO1.O=S1(=O)OCCO1.O=S1(=O)OCCO1.O=S1(=O)OCCO1.O=S1(=O)OCCO1
- LUMO level (eV) = -1.57
- HOMO (eV) = -9.0

An isolated molecule of C3H6NPS in a non-equilibrium geometry. Source: the OMol25 dataset; level of theory: the ωB97M-V functional and the def2-TZVPD basis.

Atoms and positions in Å:
C -0.9786 1.2339 -0.6744
P -0.2773 -0.5515 -0.3364
C 0.4939 -0.6667 1.3941
S -1.3923 -2.0288 -0.7538
C 1.3174 -0.3589 -1.1856
N 2.3233 -0.1085 -1.6725
H -0.2195 1.6745 -1.3000
H -1.9658 1.2403 -1.1135
H -0.9695 1.8874 0.1782
H -0.1581 -0.1347 2.1884
H 0.3683 -1.7252 1.6733
H 1.4582 -0.4618 1.6023

- SMILES = CP(C)(=S)C#N
- LUMO level (eV) = 0.69
- HOMO (eV) = -9.5

A cluster of 2 separate species, C3H8O2Si in total in a non-equilibrium geometry. Source: the OMol25 dataset; level of theory: the ωB97M-V functional and the def2-TZVPD basis.

Atoms and positions in Å:
C 0.9122 3.2061 -0.2027
C 1.6867 2.1661 0.0015
Si 0.9642 0.5602 0.6094
O -0.4975 0.1060 0.8606
O 2.0704 -0.6011 0.4227
H 1.4406 4.1450 -0.7139
H -0.1374 3.4737 0.0004
H 2.5927 2.1480 -0.5603
H 3.0668 -0.5535 0.6660
C -2.3744 -2.9865 -0.2064
H -2.7550 -3.6519 0.5201
H -3.2571 -2.5173 -0.5845
H -1.9411 -2.1612 0.2015
H -1.7712 -3.3336 -1.0143

- SMILES = C=C[Si](=O)O.C
- LUMO level (eV) = -0.15
- HOMO (eV) = -10.3

A structure of composition C24H15AsClF3N2O7RuS2. Source: the OMol25 dataset; level of theory: the ωB97M-V functional and the def2-TZVPD basis.

Atoms and positions in Å:
Ru 0.3300 0.5718 -0.9335
Cl 1.7351 -0.4044 6.5431
C 0.9839 0.0472 5.0208
C -0.3179 0.5301 5.0129
C -0.8825 0.8890 3.8112
C -0.1823 0.7818 2.6005
O -0.8314 1.1355 1.5128
C 1.1299 0.2486 2.6052
C 1.9907 -0.1120 1.4785
N 1.8346 -0.0575 0.1993
C 2.8376 -0.7293 -0.5780
C 4.1519 -0.8731 -0.2343
C 5.0189 -1.6575 -1.0288
C 4.5682 -2.3002 -2.1452
C 3.2232 -2.1305 -2.5558
C 2.6610 -2.7254 -3.7129
C 1.3661 -2.4629 -4.0456
C 0.6159 -1.5561 -3.2585
N 1.1223 -0.9917 -2.1973
C 2.3834 -1.3020 -1.7985
C 1.6841 -0.0969 3.8495
H -0.8675 0.6326 5.9391
H -1.8862 1.2882 3.7580
H 2.8822 -0.6326 1.8219
H 4.5478 -0.3668 0.6358
H 6.0565 -1.7498 -0.7317
H 5.2299 -2.9209 -2.7383
H 3.2740 -3.3832 -4.3194
H 0.9065 -2.9113 -4.9159
H -0.4011 -1.2721 -3.5044
H 2.6861 -0.5069 3.8843
O -2.7883 -2.1748 1.3620
As -2.3824 -1.4030 -0.2261
O -2.9446 -2.4719 -1.3351
O -0.7479 -1.1440 -0.0970
C -3.4255 0.2241 0.0795
C -4.1980 0.2569 1.2441
C -4.9133 1.3878 1.5989
C -4.8726 2.5168 0.7916
C -4.1283 2.4912 -0.3719
C -3.4062 1.3557 -0.7289
S -2.5220 1.4914 -2.2848
O -3.5577 1.4075 -3.2979
O -1.8103 2.7468 -2.2287
O -1.6333 0.3019 -2.2858
H -2.5627 -3.1014 1.2268
H -4.2224 -0.6172 1.8780
H -5.4989 1.3876 2.5117
H -5.4109 3.4148 1.0724
H -4.0643 3.3609 -1.0130
S 0.4242 3.3234 0.9792
C -0.0657 1.8394 0.4681
F 1.3531 3.2229 -1.9306
C 1.4488 1.8778 -2.0371
F 2.8476 1.6659 -1.9472
F 1.2307 1.6576 -3.4028

- charge = -2
- LUMO level (spin up / spin down) (eV) = 4.03 / 4.03
- HOMO (spin up / spin down) (eV) = -1.8 / -1.8